1.
Formula: C6H10O2
Source: OMol25
Level of theory: ωB97M-V/def2-TZVPD

Results
* charge: 0
* E_HOMO (alpha / beta): -7.958 / -7.959 eV
* ΔE to the lowest compared entry with this formula, charge and spin: 442.2 kJ/mol
* orbital gap (alpha / beta): 0.302 / 0.302 Ha
* E_tot: -10474.5871 eV

Last column: Löwdin charge in e.
Atoms and positions in Å:
C -0.2506 0.8173 0.0177  -0.208
C 0.2402 -0.0383 1.3009  -0.030
C -0.5795 -1.8886 -0.5808  -0.011
C 0.3443 0.8667 -1.3638  -0.058
C -1.1086 -0.7440 0.2499  -0.463
C 1.0576 1.3686 1.0758  -0.379
O -2.2512 -0.6888 0.6460  0.060
O 2.1964 1.4125 0.6138  -0.030
H -1.1123 1.4311 0.2345  0.150
H 0.6864 2.0861 1.8172  0.143
H 0.9844 -0.8158 1.2424  0.140
H -0.3199 0.0806 2.2146  0.137
H 0.4575 -1.7833 -0.8860  0.079
H -0.6737 -2.7962 0.0176  0.098
H -1.2092 -1.9983 -1.4657  0.099
H 1.2252 0.2310 -1.4389  0.089
H -0.3716 0.5738 -2.1332  0.090
H 0.6846 1.8857 -1.5622  0.095

***

2.
Formula: C6H10O2
Source: OMol25
Level of theory: ωB97M-V/def2-TZVPD

Results
* charge: 0
* E_HOMO: -8.198 eV
* ΔE to the lowest compared entry with this formula, charge and spin: 563.1 kJ/mol
* orbital gap: 0.336 Ha
* SMILES string: C[C@@H]1CO[C@H]2C[C@]12O
* E_tot: -10473.3342 eV

Last column: Löwdin charge in e.
Atoms and positions in Å:
C 1.2271 -0.8472 1.2015  -0.081
C 0.4065 0.3469 0.7553  -0.245
C -1.1104 0.1465 1.1154  -0.162
O -1.8149 0.0271 -0.1039  -0.050
C -0.8292 -0.5318 -0.8954  -0.296
C -0.1404 -0.1490 -2.1717  0.026
C 0.3009 0.5520 -0.8269  -0.313
O -0.1720 1.8794 -0.9455  -0.056
H 1.2778 -0.8074 2.2916  0.080
H 1.0346 -1.9134 0.7875  0.121
H 2.2605 -0.8139 1.1421  0.037
H 0.6513 1.3312 1.2964  0.156
H -1.3139 -0.7095 1.6954  0.103
H -1.4920 0.9367 1.7996  0.135
H -0.5897 -1.5261 -0.6251  0.127
H -0.7346 0.5088 -2.9553  0.153
H 0.3924 -0.9080 -2.8184  0.109
H 0.6461 2.4778 -0.7425  0.157

***

3.
Formula: C6H10O2
Source: OMol25
Level of theory: ωB97M-V/def2-TZVPD

Results
* charge: 0
* E_HOMO: -9.042 eV
* ΔE to the lowest compared entry with this formula, charge and spin: 351.6 kJ/mol
* orbital gap: 0.329 Ha
* SMILES string: CC(C)=C(C=O)CO
* E_tot: -10475.5262 eV

Last column: Löwdin charge in e.
Atoms and positions in Å:
C 1.5328 1.0926 0.2053  -0.071
C 0.7800 -0.2201 0.1023  -0.298
C 1.5372 -1.4504 -0.1931  -0.072
C -0.6143 -0.2192 0.0157  -0.147
C -1.4717 -1.4552 -0.3151  -0.075
O -2.6645 -1.3126 0.1843  -0.048
C -1.4461 0.9796 0.3176  -0.266
O -1.2194 2.0331 -0.5796  -0.036
H 2.4356 0.6082 0.8677  0.121
H 2.0195 1.5873 -0.8324  0.144
H 0.8469 1.9893 0.5567  0.095
H 2.1723 -1.8589 0.4764  0.041
H 1.9412 -1.5811 -1.2167  0.109
H 0.8518 -2.3230 -0.2186  0.071
H -1.1030 -2.3764 -0.6599  0.089
H -2.5315 0.7660 0.4407  0.120
H -1.0913 1.1549 1.4268  0.152
H -1.9754 2.5860 -0.5782  0.071